Entry from OMol25: 2 unconnected molecules or ions with the total composition C2H6N2O2S (ωB97M-V with the def2-TZVPD basis set).

```
13
Properties=species:S:1:pos:R:3:forces:R:3:lowdin_charge:R:1
N 2.99575 -0.34467 -0.71371 1.8 0.7 0.4 0.077
H 3.20682 1.01541 2.16506 1.3 0.0 4.2 0.001
H -2.99972 0.30472 -0.94354 -2.2 3.0 -2.6 0.010
S -0.96653 0.10211 -0.10736 1.5 0.2 -0.7 0.637
H -3.07590 -0.47851 0.59638 -0.6 0.1 0.8 0.071
O -0.06539 -1.02487 -0.25182 -0.6 0.5 -0.1 -0.374
H -2.55376 -1.36540 -0.80010 -0.2 -0.4 -0.5 0.073
C -2.61600 -0.39036 -0.35671 2.0 -3.2 2.4 -0.153
H -0.88796 0.85999 -1.29550 0.4 -0.3 1.0 0.091
H 2.16467 -0.74557 -1.02078 -1.9 -1.4 -0.4 0.003
O -0.82861 0.93938 1.05148 -0.3 0.1 -0.4 -0.345
N 2.84236 0.16027 0.40073 -0.2 1.6 0.0 -0.203
C 2.78428 0.96751 1.27587 -1.0 -1.0 -4.1 0.113
```
Positions in Å, forces in eV/Å.

Results
HOMO	-8.505	eV
frontier orbital gap	8.89	eV
total energy	-20076.766	eV
relative energy (zero: lowest compared OMol25 entry of this formula, charge and spin)	5.3207	eV